Entry 1:
Formula: C4H7NO2
Source: OMol25
Level of theory: the ωB97M-V functional and the def2-TZVPD basis

Structure (XYZ):
```
14
Properties=species:S:1:pos:R:3:forces:R:3:lowdin_charge:R:1
C -0.627 -1.111 -2.334 -0.444 -0.612 0.111 -0.2895
C 1.196 0.357 1.217 -1.006 -0.012 -0.306 -0.0124
C -0.019 -0.003 0.937 -0.537 3.037 0.264 -0.2450
C -1.171 0.961 0.828 -0.247 -3.539 -2.855 -0.0656
N 0.194 -0.600 -1.624 1.095 0.688 0.463 0.0338
O -1.619 -1.517 -2.792 -0.118 -0.009 -0.592 0.1656
O 1.583 -0.673 -1.578 -0.365 -0.616 0.066 -0.0090
H 1.886 -0.383 1.384 2.035 -1.167 0.609 0.0414
H 1.335 1.364 1.237 1.476 2.700 0.250 0.0472
H -0.106 -0.997 0.978 -1.553 -3.829 -0.197 0.0589
H -2.046 0.404 0.421 0.301 0.678 0.599 0.0948
H -1.039 1.816 0.242 0.763 1.049 -1.495 0.0619
H -1.311 1.354 1.736 -1.220 1.090 3.798 0.0296
H 1.744 -0.973 -0.653 -0.180 0.541 -0.714 0.0884
```
Forces are in eV/Å.

## Properties
- LUMO: 0.48 eV
- HOMO-LUMO gap: 0.381 Eh
- Highest occupied orbital energy: -9.89 eV
- Structure (SMILES): O=C=NO.C=CC



Entry 2:
Formula: C31H30KN7S4Sb
Source: OMol25
Level of theory: the ωB97M-V functional and the def2-TZVPD basis

Structure (XYZ):
```
74
Properties=species:S:1:pos:R:3:forces:R:3:lowdin_spin:R:1
K -0.561 -1.074 1.621 0.014 -0.221 -0.112 0.0008
C 2.029 -0.698 3.889 -1.004 1.395 0.762 0.0000
C 1.419 0.481 4.346 -1.513 0.568 0.731 0.0000
C 1.607 1.721 3.719 0.611 -0.891 0.184 0.0000
C 2.406 1.756 2.585 0.031 1.000 -0.889 0.0000
C 2.938 0.583 2.115 0.263 -0.267 -0.507 0.0000
C 2.791 -0.629 2.767 0.591 -0.550 -1.703 0.0000
H 1.790 -1.611 4.357 -0.154 -1.017 0.413 0.0000
H 0.580 0.484 5.113 1.471 -0.400 -0.668 0.0000
H 1.160 2.593 4.151 -0.340 0.340 -0.094 0.0000
H 2.570 2.625 1.901 -0.383 -0.467 1.162 0.0000
H 3.382 0.586 1.136 0.423 0.029 -0.172 0.0000
H 3.138 -1.508 2.206 -0.058 0.160 0.762 0.0000
N -2.053 2.740 1.633 -0.195 1.109 1.302 0.0011
C -2.550 2.296 0.449 0.993 -1.018 0.242 0.0173
N -2.994 3.175 -0.430 -0.819 -0.130 -1.039 0.0644
C -3.425 2.553 -1.551 -0.713 -0.160 -0.716 0.0248
N -4.157 3.400 -2.430 1.947 -1.252 0.681 0.0043
N -3.296 1.240 -1.890 -1.085 3.791 -0.846 0.0651
C -2.888 0.480 -0.882 0.243 -0.661 0.898 0.1402
N -2.426 0.979 0.293 -0.131 -0.006 0.079 0.0737
C -3.027 -0.910 -1.027 -0.508 -1.712 -0.665 0.1500
C -3.150 -1.566 -2.316 0.518 1.049 0.201 0.0638
C -3.008 -2.919 -2.458 0.115 0.910 -0.169 0.0641
C -2.857 -3.654 -1.294 -0.354 -0.852 1.700 0.1303
C -2.974 -3.022 -0.060 0.742 -1.002 -0.432 0.0149
N -3.086 -1.731 0.099 0.340 2.038 0.286 0.1470
H -2.321 3.695 1.932 0.119 -1.167 -0.525 0.0003
H -2.180 2.014 2.339 0.148 0.202 0.177 -0.0002
H -4.558 4.234 -2.049 -0.017 -0.056 0.317 0.0007
H -4.698 2.858 -3.054 -0.700 -0.275 -0.638 -0.0002
H -3.196 -0.918 -3.183 -0.065 0.007 0.043 0.0034
H -2.902 -3.372 -3.440 -0.303 0.041 0.076 0.0021
H -2.822 -4.726 -1.251 0.285 -0.336 -0.281 0.0095
H -2.898 -3.522 0.897 -0.306 -0.687 -0.259 -0.0005
S -4.724 -3.291 2.643 -0.138 -0.085 0.273 0.0071
Sb -4.265 -1.129 2.162 0.132 -0.800 -0.577 0.0077
S -2.833 -0.217 3.660 0.461 0.419 0.267 0.0000
S -5.806 0.077 1.115 -0.521 0.623 -0.228 0.0045
C 0.771 3.621 -0.255 -2.294 0.264 0.547 0.0004
C 1.154 3.261 -1.692 -0.663 0.198 0.012 0.0001
C 1.898 4.380 -2.403 -0.673 -0.895 -0.297 0.0000
C -0.088 2.975 -2.492 -1.392 -0.220 1.099 0.0005
C 1.906 1.970 -1.669 0.559 -2.531 1.638 0.0001
C 3.248 1.772 -2.014 0.770 1.002 -1.254 0.0000
C 3.950 0.589 -1.941 0.045 -1.832 0.430 0.0001
C 3.284 -0.542 -1.444 0.455 1.246 -0.277 0.0000
S 3.818 -2.118 -1.046 0.954 -0.629 -0.131 0.0000
C 2.294 -2.480 -0.268 -0.885 0.961 0.388 0.0000
N 1.468 -1.475 -0.339 -0.199 -0.536 0.137 0.0003
C 1.985 -0.379 -1.006 -1.146 -0.295 0.924 0.0001
C 1.292 0.829 -1.080 0.761 1.078 -1.194 0.0002
C 2.013 -3.747 0.448 0.508 -0.820 -1.126 0.0002
C 2.629 -4.912 -0.095 0.169 1.902 0.376 0.0000
C 2.310 -6.154 0.368 -0.297 0.778 0.730 0.0000
C 1.414 -6.231 1.445 -0.650 0.472 -0.889 0.0000
C 0.745 -5.074 1.899 0.056 -1.090 -0.992 0.0002
C 0.990 -3.789 1.390 -0.266 0.814 0.626 0.0002
H 0.196 4.596 -0.095 0.565 -1.156 -0.756 0.0002
H 1.638 3.724 0.325 1.446 0.116 0.930 0.0000
H 0.135 2.825 0.254 0.781 0.970 -0.776 0.0001
H 1.240 5.235 -2.401 -0.177 0.415 -0.232 0.0000
H 2.050 4.015 -3.452 0.490 0.725 0.853 0.0000
H 2.759 4.633 -1.817 0.955 0.193 -0.256 0.0000
H -0.781 3.810 -2.485 -0.054 0.316 -0.107 0.0002
H -0.644 2.141 -2.035 0.112 0.252 -0.420 0.0000
H 0.182 2.725 -3.483 0.091 -0.360 -1.206 0.0000
H 3.815 2.549 -2.514 -0.166 0.465 0.249 0.0000
H 5.005 0.435 -2.197 -0.404 0.693 -0.169 0.0000
H 0.269 0.900 -0.749 -0.152 -0.276 0.261 0.0005
H 3.365 -4.749 -0.868 0.014 -0.351 -0.436 0.0000
H 2.655 -6.963 -0.220 0.389 -1.168 0.076 0.0000
H 1.078 -7.220 1.698 -0.194 -0.299 0.526 0.0000
H -0.199 -5.228 2.419 0.359 -0.072 0.681 0.0000
```
Forces are in eV/Å.

## Properties
- LUMO (spin up / spin down): 3.75 / 3.75 eV
- Spin multiplicity: 2
- Net charge: -2
- HOMO-LUMO gap (spin up / spin down): 0.144 / 0.214 Eh
- Highest occupied orbital energy (spin up / spin down): -0.17 / -2.07 eV



Entry 3:
Formula: C7H10
Source: OMol25
Level of theory: the ωB97M-V functional and the def2-TZVPD basis

Structure (XYZ):
```
17
Properties=species:S:1:pos:R:3:forces:R:3:lowdin_charge:R:1
C -0.025 -0.050 2.148 0.073 0.079 0.085 -0.0761
C -0.278 -0.403 0.687 -0.084 -0.095 0.004 -0.3321
C -1.132 0.581 -0.144 -0.062 0.052 0.071 -0.1168
C -0.418 0.531 -1.496 -0.256 0.234 -0.088 -0.1918
C 0.388 -0.724 -1.635 0.337 -0.258 -0.022 -0.1230
C 1.066 0.525 -1.276 -0.017 0.215 0.006 -0.1098
C 0.938 -0.559 -0.244 -0.046 -0.341 0.176 -0.1638
H 0.629 -0.796 2.614 -0.035 0.106 -0.084 0.0725
H 0.437 0.931 2.284 0.023 -0.009 -0.125 0.0759
H -0.958 -0.053 2.724 0.071 0.034 -0.154 0.0748
H -1.089 1.590 0.279 0.019 -0.034 -0.049 0.1128
H -2.187 0.293 -0.198 0.128 -0.048 -0.022 0.1094
H -0.834 1.002 -2.382 0.082 -0.033 0.141 0.1345
H 0.529 -1.458 -2.412 0.019 0.151 0.047 0.1288
H -0.788 -1.376 0.687 0.106 0.093 -0.029 0.1362
H 1.896 1.059 -1.723 -0.203 -0.094 0.190 0.1293
H 1.826 -1.093 0.086 -0.157 -0.052 -0.149 0.1393
```
Forces are in eV/Å.

## Properties
- LUMO: 1.22 eV
- HOMO-LUMO gap: 0.388 Eh
- Highest occupied orbital energy: -9.33 eV
- Structure (SMILES): C[C@H]1C[C@H]2[C@@H]3[C@H]2[C@@H]31



Entry 4:
Formula: C20H33N7O5S
Source: OMol25
Level of theory: the ωB97M-V functional and the def2-TZVPD basis

Structure (XYZ):
```
66
Properties=species:S:1:pos:R:3:forces:R:3:lowdin_charge:R:1
O -1.505 -1.190 -5.233 -0.491 0.116 0.231 0.0542
O -4.283 -0.389 -6.558 -0.104 0.153 0.529 0.0736
N 0.692 1.636 3.489 0.153 -0.563 0.074 0.1380
N -1.623 -0.373 1.372 0.332 -1.608 -0.545 0.1288
N 0.479 -1.428 1.703 0.124 -1.336 -0.628 0.1312
O 3.757 -0.889 4.556 -0.168 0.041 -0.734 -0.0319
O 4.239 -1.599 1.103 -0.298 0.556 0.382 -0.0179
O 6.141 -2.070 2.822 -0.346 0.205 -0.181 -0.0026
S 5.277 0.996 6.743 0.317 0.135 -0.070 0.8006
C -2.315 -1.935 -4.700 1.902 0.096 -0.943 -0.5522
C -4.551 0.233 -5.540 0.744 -1.401 -1.104 -0.4558
C 1.853 1.085 3.766 -1.113 0.071 -0.699 -0.0858
C -0.761 -1.379 1.191 1.126 0.680 0.748 -0.1746
C -1.206 0.613 2.130 -1.102 1.438 -0.212 -0.3752
C 0.847 -0.401 2.464 -0.466 -0.117 -0.069 -0.2521
C 0.046 0.682 2.696 0.965 0.491 0.770 -0.1787
N -2.080 1.629 2.286 0.024 0.889 0.333 0.1639
N -5.375 1.290 -5.561 -0.727 0.914 0.616 0.0078
N 2.004 -0.154 3.157 0.822 -0.425 0.500 0.0728
N -3.425 -1.525 -4.078 -1.579 0.908 0.236 0.1101
C 6.926 0.367 7.252 -0.149 0.008 -0.459 -0.3968
C -2.054 -3.424 -4.672 -0.096 0.088 -0.020 0.0007
C -6.016 1.810 -6.767 0.409 -0.337 0.017 -0.0565
C -1.641 1.750 -1.697 0.069 -0.493 -0.275 -0.0712
C -3.873 0.802 -1.163 0.350 -0.408 -0.198 -0.0727
C 5.426 0.858 4.919 0.204 -0.544 0.576 -0.4288
C 3.172 -1.036 3.256 0.220 0.117 0.714 -0.1859
C 5.156 -0.579 4.457 0.232 0.553 -0.359 -0.3166
C 4.245 -0.688 2.220 -0.474 -0.176 -0.572 -0.2208
C 5.554 -0.776 2.995 0.464 -1.060 -0.601 -0.2582
C -2.662 0.683 -2.093 -0.460 0.627 0.017 -0.4190
C -3.081 0.901 -3.556 0.287 -0.286 -0.057 -0.1314
C -4.019 -0.176 -4.150 0.495 0.099 0.474 -0.1915
H 3.352 -1.623 0.691 0.564 0.080 0.411 0.1145
H 5.820 -2.427 1.968 0.184 0.264 0.517 0.0966
H 2.594 1.552 4.404 -0.077 -0.353 -0.187 0.1242
H -1.082 -2.211 0.571 0.115 0.091 0.087 0.1080
H -2.749 1.690 1.532 -0.075 0.279 0.272 0.0815
H -1.633 2.475 2.624 -0.516 0.033 -0.152 0.1041
H -5.556 1.760 -4.690 -0.028 0.025 -0.089 0.1271
H -3.990 -2.246 -3.664 -0.146 0.068 -0.113 0.1421
H 7.719 0.981 6.817 -0.135 -0.026 0.079 0.0336
H 7.061 -0.668 6.925 -0.040 0.114 0.088 0.0290
H 7.015 0.400 8.342 -0.258 0.075 -0.232 0.0336
H -2.856 -3.936 -5.199 -0.049 -0.186 0.070 0.0830
H -1.107 -3.620 -5.175 -0.134 0.073 0.092 0.0848
H -1.999 -3.767 -3.641 -0.063 -0.208 0.065 0.0779
H -6.823 2.494 -6.501 0.150 -0.101 0.115 0.0821
H -6.426 0.984 -7.353 0.082 0.091 0.072 0.0861
H -5.279 2.335 -7.377 -0.125 0.001 -0.089 0.0867
H -0.766 1.671 -2.343 0.077 0.175 0.033 0.0827
H -2.073 2.746 -1.795 0.031 0.107 0.016 0.0829
H -1.324 1.591 -0.668 0.053 0.095 0.089 0.0541
H -4.579 -0.003 -1.360 -0.240 0.028 0.119 0.0700
H -4.364 1.765 -1.300 -0.100 0.069 -0.018 0.0840
H -3.548 0.706 -0.129 -0.093 -0.081 0.072 0.0378
H 6.438 1.158 4.632 -0.072 -0.032 0.054 0.0861
H 4.731 1.547 4.435 0.013 0.057 0.208 0.0687
H 2.859 -2.078 3.125 -0.242 0.249 -0.071 0.1749
H 5.734 -1.268 5.081 -0.243 -0.042 -0.136 0.1454
H 4.100 0.338 1.866 -0.063 -0.059 0.017 0.1647
H 6.257 -0.010 2.650 0.002 -0.051 0.110 0.1545
H -2.205 -0.299 -1.971 -0.006 -0.101 -0.068 0.1284
H -2.185 0.972 -4.174 -0.044 -0.099 -0.105 0.1180
H -3.577 1.870 -3.617 -0.108 0.131 -0.010 0.1124
H -4.907 -0.203 -3.522 -0.085 -0.198 0.196 0.1352
```
Forces are in eV/Å.

## Properties
- LUMO: 0.47 eV
- HOMO-LUMO gap: 0.343 Eh
- Highest occupied orbital energy: -8.87 eV
- Structure (SMILES): CSC[C@H]1O[C@@H](n2cnc3c(N)ncnc32)[C@H](O)[C@@H]1O.CNC(=O)[C@H](CC(C)C)NC(C)=O



Entry 5:
Formula: CHF2NO2
Source: OMol25
Level of theory: the ωB97M-V functional and the def2-TZVPD basis

Structure (XYZ):
```
7
Properties=species:S:1:pos:R:3:forces:R:3:lowdin_charge:R:1
C -0.164 -0.617 -0.014 -0.714 1.710 -2.337 -0.2414
N -2.876 -0.123 0.051 -0.072 -1.272 -2.120 -0.2631
O -3.956 0.141 -0.293 -2.331 0.743 -0.431 0.1247
O -2.257 0.047 1.010 1.058 0.710 3.126 0.0917
F -0.969 -0.478 -1.104 1.558 -0.076 1.150 0.0335
F 0.200 -1.811 0.187 0.522 -2.466 0.448 0.1391
H 0.097 0.163 0.646 -0.020 0.651 0.164 0.1155
```
Forces are in eV/Å.

## Properties
- LUMO (spin up / spin down): 0.78 / -1.03 eV
- HOMO-LUMO gap (spin up / spin down): 0.388 / 0.254 Eh
- Highest occupied orbital energy (spin up / spin down): -9.77 / -7.93 eV



Entry 6:
Formula: C4H12N2S
Source: OMol25
Level of theory: the ωB97M-V functional and the def2-TZVPD basis

Structure (XYZ):
```
19
Properties=species:S:1:pos:R:3:forces:R:3:lowdin_charge:R:1
N -0.174 -1.268 1.472 0.489 -0.981 0.253 0.0024
C 0.792 -0.631 0.563 -2.592 1.083 2.110 -0.4434
C 1.135 0.808 1.107 -0.359 -1.014 -0.262 -0.5018
S 1.739 0.669 2.844 -0.396 -0.107 -0.588 0.7115
C 0.113 -0.599 -0.776 -0.426 2.291 -2.814 -0.1788
N -0.877 0.566 -0.981 0.686 0.599 -0.798 -0.1158
C -1.882 0.277 -2.036 -0.724 -0.873 0.627 -0.1431
H 0.283 -1.556 2.326 -0.224 0.106 0.124 0.0351
H -1.026 -0.767 1.675 0.130 0.368 -0.182 0.0726
H 1.680 -1.235 0.656 0.384 -0.189 -0.637 0.1235
H 0.265 1.458 1.220 -0.053 -0.349 -0.661 0.0523
H 1.847 1.235 0.400 0.259 0.443 0.489 0.0752
H 2.908 1.103 2.475 1.222 0.328 0.196 -0.1826
H 0.877 -0.569 -1.595 -0.503 -0.169 0.428 0.1240
H -0.668 -1.288 -1.041 0.952 -1.909 0.801 0.0785
H -0.406 1.350 -1.421 0.464 0.171 0.823 0.0831
H -2.895 0.558 -1.732 0.180 0.424 0.177 0.0680
H -1.734 0.696 -3.043 0.458 -0.080 0.356 0.0778
H -1.977 -0.806 -2.114 0.053 -0.141 -0.442 0.0616
```
Forces are in eV/Å.

## Properties
- LUMO: 0.91 eV
- HOMO-LUMO gap: 0.357 Eh
- Highest occupied orbital energy: -8.81 eV
- Structure (SMILES): CNC[C@H](N)CS